[1]
{
  "formula": "H10O5",
  "method": "ωB97M-V/def2-TZVPD",
  "species": ["O", "H", "H", "O", "H", "H", "O", "H", "H", "O", "H", "H", "O", "H", "H"],
  "positions_angstrom": [[-8.536, 11.847, -9.091], [-7.705, 11.988, -9.545], [-9.007, 12.674, -9.192], [-13.173, 9.391, -8.472], [-12.800, 10.272, -8.504], [-12.768, 8.987, -7.704], [-13.440, 14.187, -9.157], [-13.620, 14.224, -8.217], [-14.229, 14.543, -9.566], [-12.248, 11.881, -9.148], [-12.824, 12.616, -8.940], [-11.779, 12.159, -9.935], [-15.215, 11.781, -11.717], [-14.526, 12.169, -11.178], [-15.551, 12.509, -12.240]],
  "atomic_forces_ev_per_a": [[0.1, -0.3, 0.1], [0.2, 0.0, -0.1], [-0.3, 0.2, 0.0], [-0.3, -0.9, 0.2], [0.3, 0.8, -0.5], [0.0, -0.1, 0.1], [1.0, -0.3, -0.4], [-0.3, 0.4, 1.0], [-1.0, 0.4, -0.5], [0.7, -1.2, 0.3], [-0.5, 0.7, -0.3], [0.1, 0.1, -0.2], [-0.3, -0.5, -0.3], [0.3, 0.2, 0.4], [-0.1, 0.3, 0.0]],
  "mulliken_spin": [0.120, -0.027, -0.050, 0.142, -0.084, -0.039, 0.595, -0.235, -0.142, 0.994, -0.155, -0.228, 0.365, -0.098, -0.157],
  "energy_ha": -382.1599,
  "total_charge": -1,
  "e_above_lowest_kcal_mol": 14.0,
  "multiplicity": 2,
  "s2": 0.75,
  "lumo_ha": [0.1170, 0.1145],
  "largest_force_ev_per_a": 1.41,
  "orbital_gap_ev": [2.7604, 10.7507]
}


[2]
{
  "formula": "C35H32BClF3N2O6",
  "method": "ωB97M-V/def2-TZVPD",
  "species": ["C", "C", "O", "B", "O", "C", "C", "C", "F", "F", "F", "C", "C", "O", "O", "C", "N", "C", "C", "C", "C", "Cl", "C", "C", "C", "C", "C", "C", "C", "N", "C", "C", "C", "C", "O", "O", "H", "H", "H", "H", "H", "H", "H", "H", "H", "H", "H", "H", "H", "H", "H", "H", "H", "H", "H", "H", "C", "C", "C", "C", "C", "C", "H", "H", "H", "H", "H", "H", "C", "C", "C", "C", "C", "C", "H", "H", "H", "H", "H", "H"],
  "positions_angstrom": [[3.266, -0.561, 4.095], [4.575, 0.202, 3.568], [4.275, 1.525, 3.082], [4.293, 1.601, 1.659], [5.240, 2.503, 1.124], [3.278, 0.789, 0.698], [3.737, -0.205, -0.370], [5.245, -0.462, -0.541], [5.887, -0.870, 0.640], [5.614, -1.377, -1.477], [5.835, 0.741, -0.952], [2.675, -0.809, -1.174], [2.995, -1.827, -2.333], [3.214, -3.025, -2.079], [3.069, -1.403, -3.571], [1.209, -0.474, -0.980], [0.307, -1.090, -1.840], [-0.981, -0.715, -1.645], [-2.065, -1.324, -2.594], [-3.084, -2.307, -1.884], [-3.724, -3.184, -3.050], [-5.207, -4.114, -2.463], [-1.368, 0.246, -0.564], [-2.899, 0.556, -0.414], [-3.559, -0.144, 0.715], [-4.974, 0.034, 1.055], [-5.743, 0.975, 0.187], [-5.089, 1.663, -0.949], [-3.645, 1.474, -1.276], [-0.544, 0.886, 0.311], [0.764, 0.477, 0.056], [1.855, 1.110, 0.909], [1.430, 2.145, 2.025], [1.651, 3.648, 1.580], [2.041, 4.509, 2.324], [1.310, 3.906, 0.236], [2.414, 0.142, 4.281], [3.033, -1.398, 3.389], [3.529, -1.017, 5.098], [5.213, 0.347, 4.496], [5.185, -0.436, 2.877], [5.858, 2.701, 1.855], [-2.652, -0.535, -3.152], [-1.534, -1.929, -3.393], [-3.936, -1.691, -1.479], [-2.624, -2.993, -1.129], [-3.000, -3.948, -3.451], [-4.109, -2.536, -3.892], [-2.964, -0.838, 1.368], [-5.426, -0.488, 1.935], [-6.820, 1.188, 0.396], [-5.659, 2.385, -1.584], [-3.131, 1.995, -2.117], [1.928, 1.930, 3.013], [0.321, 2.084, 2.252], [0.597, 4.575, 0.219], [-1.064, -2.336, 3.190], [-1.905, -2.448, 4.290], [-2.217, -3.702, 4.802], [-1.679, -4.844, 4.219], [-0.835, -4.731, 3.121], [-0.530, -3.478, 2.603], [-0.824, -1.358, 2.788], [-2.320, -1.557, 4.749], [-2.878, -3.790, 5.657], [-1.918, -5.822, 4.622], [-0.414, -5.621, 2.667], [0.124, -3.390, 1.743], [-0.411, 4.220, -5.006], [-0.366, 2.903, -5.448], [-0.004, 1.887, -4.571], [0.302, 2.187, -3.249], [0.254, 3.502, -2.806], [-0.099, 4.520, -3.685], [-0.690, 5.014, -5.691], [-0.611, 2.668, -6.478], [0.039, 0.860, -4.917], [0.580, 1.395, -2.566], [0.492, 3.732, -1.776], [-0.131, 5.548, -3.340]],
  "atomic_forces_ev_per_a": [[1.2, -0.3, 0.0], [-0.6, -0.6, 2.2], [0.6, -1.0, -1.6], [0.9, 1.0, 0.0], [-1.0, -1.3, 1.1], [-1.9, -0.3, -0.5], [-3.9, 0.4, 0.4], [0.8, 0.3, -1.1], [-1.0, 0.9, -1.3], [-0.8, 1.1, 1.3], [-0.5, -1.7, 0.9], [1.0, 0.7, 0.6], [0.9, -0.7, -4.3], [-0.5, 0.8, 1.8], [-0.7, 0.8, 3.8], [0.7, 0.4, 0.6], [-1.4, 1.6, 1.7], [0.8, 0.4, 0.5], [0.4, -0.6, -0.1], [-1.0, 0.1, -1.5], [0.3, 0.3, 0.1], [0.8, 0.4, -0.2], [-1.1, 0.5, -0.2], [-1.0, -0.1, 0.9], [-1.3, 1.0, -0.5], [1.2, 1.9, -2.7], [2.3, -0.3, -0.4], [1.4, -1.2, 1.1], [-1.4, -1.6, 2.5], [0.4, -3.0, -3.1], [2.7, 0.7, 0.9], [1.1, -1.2, -0.9], [-0.1, 0.0, -0.6], [0.0, -0.5, 0.4], [-0.5, -0.6, -0.7], [-0.4, -0.3, 1.3], [0.7, -0.7, -0.5], [-0.3, 0.9, 0.6], [-0.4, 0.4, -1.1], [-0.5, 0.1, -1.2], [-0.8, 0.7, 0.3], [-0.5, 0.2, -0.5], [0.7, -0.7, 0.8], [-0.2, 0.8, 1.0], [1.0, -0.8, 0.1], [-0.4, 0.8, -0.6], [-0.8, 0.8, 0.4], [0.5, -0.7, 1.0], [-0.5, 0.8, -0.9], [0.4, 0.6, -1.0], [1.1, -0.3, -0.2], [0.4, -0.8, 0.8], [-0.6, -0.4, 0.8], [-0.2, 0.6, -1.3], [1.1, -0.1, -0.6], [0.7, -0.1, 0.2], [0.0, 0.0, 0.0], [0.0, 0.0, 0.0], [0.0, 0.0, 0.0], [0.0, 0.1, 0.0], [0.0, 0.0, 0.0], [0.0, 0.0, 0.0], [0.0, 0.0, 0.0], [0.0, 0.0, 0.0], [0.0, 0.0, 0.0], [0.0, 0.0, 0.0], [0.0, 0.1, 0.0], [0.0, 0.0, 0.0], [0.0, 0.0, 0.0], [0.0, 0.0, 0.1], [-0.1, 0.0, 0.0], [-0.1, 0.0, 0.0], [-0.1, 0.1, -0.1], [0.0, -0.1, 0.0], [0.0, 0.0, 0.0], [0.0, 0.0, 0.0], [0.1, 0.0, 0.1], [0.1, 0.1, -0.1], [0.1, -0.1, -0.2], [0.0, 0.0, 0.0]],
  "lowdin_charge": [-0.061, -0.215, -0.006, -0.545, 0.148, 0.065, 0.030, -0.441, 0.076, 0.140, 0.090, 0.067, -0.686, -0.043, -0.110, -0.122, 0.195, -0.173, -0.138, -0.241, -0.563, 0.442, -0.151, -0.159, -0.042, -0.065, -0.084, -0.074, -0.019, 0.183, -0.131, -0.059, -0.043, -0.433, 0.116, 0.033, 0.070, 0.076, 0.072, 0.120, 0.113, 0.116, 0.119, 0.125, 0.091, 0.122, 0.081, 0.078, 0.098, 0.095, 0.086, 0.088, 0.109, 0.107, 0.124, 0.119, -0.104, -0.102, -0.106, -0.103, -0.093, -0.084, 0.092, 0.098, 0.096, 0.097, 0.102, 0.107, -0.111, -0.103, -0.076, -0.066, -0.075, -0.101, 0.093, 0.096, 0.108, 0.080, 0.070, 0.095],
  "energy_ha": -2698.5848,
  "total_charge": -1,
  "lumo_ha": 0.0593,
  "largest_force_ev_per_a": 4.48,
  "orbital_gap_ev": 6.1929
}


[3]
{
  "formula": "C2H6Cl2N3",
  "method": "ωB97M-V/def2-TZVPD",
  "species": ["C", "N", "N", "C", "Cl", "N", "Cl", "H", "H", "H", "H", "H", "H"],
  "positions_angstrom": [[-0.338, -0.603, -1.545], [-0.037, 0.098, -0.314], [-0.703, 1.277, 0.055], [0.673, -0.511, 0.606], [1.612, -1.701, 0.091], [0.606, 0.022, 1.811], [1.745, -0.294, 3.050], [-0.965, -0.028, -2.254], [0.709, -0.647, -1.933], [-0.884, -1.524, -1.188], [-1.645, 1.152, 0.376], [-0.736, 1.972, -0.679], [-0.037, 0.786, 1.925]],
  "atomic_forces_ev_per_a": [[0.3, -0.3, -0.4], [-1.9, 1.6, -0.1], [0.3, 0.4, 0.4], [-1.1, 3.0, 0.6], [1.9, -2.5, 0.4], [1.3, -1.3, 1.1], [-0.6, 0.1, -0.6], [0.4, -0.1, 0.8], [-1.4, -1.1, -0.8], [0.9, 0.5, -1.3], [-0.6, -0.6, 0.0], [0.5, -0.2, -0.3], [0.0, 0.5, 0.2]],
  "nbo_charge": [-0.449, -0.196, -0.668, 0.385, 0.247, -0.551, 0.258, 0.253, 0.243, 0.235, 0.380, 0.403, 0.459],
  "energy_ha": -1164.1118,
  "total_charge": 1,
  "e_above_lowest_kcal_mol": 55.4,
  "smiles": "C/[N+](N)=C(\\Cl)NCl",
  "lumo_ha": -0.1434,
  "largest_force_ev_per_a": 3.27,
  "orbital_gap_ev": 10.6043
}


[4]
{
  "formula": "C2H6O2",
  "method": "ωB97M-V/def2-TZVPD",
  "species": ["O", "C", "C", "O", "H", "H", "H", "H", "H", "H"],
  "positions_angstrom": [[0.411, 1.483, -0.433], [0.615, 0.274, 0.445], [-0.402, -0.825, 0.089], [-0.757, -0.711, -1.307], [0.087, 2.006, 0.351], [1.644, -0.283, 0.248], [0.621, 0.387, 1.457], [-1.427, -0.564, 0.308], [-0.177, -1.971, 0.362], [-0.616, 0.206, -1.522]],
  "atomic_forces_ev_per_a": [[-0.2, -1.2, 4.2], [2.3, -3.5, -4.5], [-1.7, -0.6, -1.2], [1.4, -1.5, -1.1], [0.2, 0.4, -1.9], [-1.7, 1.8, -0.1], [-0.2, 1.4, 2.8], [-0.2, -0.1, 2.6], [-0.1, 2.9, -0.6], [0.1, 0.6, -0.2]],
  "nbo_charge": [-0.713, -0.125, -0.117, -0.743, 0.478, 0.176, 0.182, 0.186, 0.196, 0.480],
  "energy_ha": -230.2014,
  "total_charge": 0,
  "e_above_lowest_kcal_mol": 49.7,
  "smiles": "OCCO",
  "lumo_ha": 0.0264,
  "largest_force_ev_per_a": 6.15,
  "orbital_gap_ev": 10.3288
}